Density functional theory data (the ωB97M-V functional and the def2-TZVPD basis) for 5 unconnected molecules or ions with the total composition C33H53N2O16S at a distorted geometry.

XYZ file:
```
105
Properties=species:S:1:pos:R:3:forces:R:3
C -3.129 -1.634 -3.730 -0.153 0.526 0.948
C -2.619 -0.358 -3.557 0.113 -2.031 -1.436
N -3.278 0.719 -2.717 1.548 -0.503 0.646
C -4.641 0.915 -3.364 -1.696 0.268 -0.358
S -4.618 1.046 -5.190 0.075 0.446 0.352
C -4.767 2.847 -5.659 -1.106 0.377 -0.321
C -6.162 3.171 -6.357 0.821 0.516 -0.189
C -2.385 1.917 -2.874 1.265 1.211 -1.442
N -3.078 3.197 -2.514 0.447 -0.605 -0.786
C -2.576 4.127 -3.157 -0.288 -1.159 1.815
O -2.007 5.001 -3.625 0.090 1.015 -0.826
C -0.961 1.744 -2.223 0.094 -0.564 0.628
C -0.909 0.964 -0.836 0.703 0.553 0.413
C 0.601 0.446 -0.620 -0.883 1.082 0.494
C -2.005 -0.169 -0.646 0.715 0.462 -0.035
C -2.190 -0.595 0.888 -0.115 -1.049 -1.015
C -1.345 -1.908 1.258 -0.280 0.553 0.931
C -0.084 -1.618 2.154 0.804 -0.359 0.405
C -0.433 -0.830 3.482 0.583 -1.246 -1.213
O -1.143 -1.381 4.278 -0.006 1.045 0.098
O 0.146 0.426 3.643 -1.239 -0.820 -0.813
C -0.878 1.460 3.701 -0.369 0.775 0.600
C -0.592 2.637 2.691 -0.009 0.329 0.619
C -3.410 0.263 -1.291 -0.044 -1.054 2.084
C -4.223 1.214 -0.348 -0.567 -0.139 0.977
O -3.440 2.239 0.269 -0.569 -0.129 -0.900
C -4.246 3.303 0.789 0.332 0.924 1.509
C -4.789 2.995 2.255 0.058 0.612 -0.628
H -3.301 -2.372 -2.895 -1.211 1.414 -0.616
H -3.465 -1.980 -4.745 2.110 -0.198 0.683
H -1.676 -0.109 -4.117 -1.830 0.694 -0.195
H -5.235 -0.006 -3.097 0.784 0.943 -0.338
H -5.196 1.799 -2.964 0.931 -0.659 -0.059
H -4.698 3.510 -4.760 0.385 -0.688 -0.788
H -3.965 3.038 -6.418 -0.476 -0.171 1.029
H -6.532 2.306 -6.962 0.136 0.708 0.717
H -6.906 3.563 -5.617 0.518 -0.752 -0.687
H -5.964 4.013 -7.082 -0.272 -0.817 0.716
H -2.208 1.987 -3.990 -0.313 -0.486 1.115
H -0.524 2.772 -2.055 -0.608 -1.024 -0.233
H -0.238 1.237 -2.930 -1.080 0.406 0.482
H -1.048 1.742 -0.028 -0.236 -0.896 -0.925
H 0.839 0.650 0.465 -0.071 -0.655 -1.135
H 0.725 -0.632 -0.891 0.047 0.979 0.147
H 1.291 1.130 -1.195 -0.616 -0.991 0.395
H -1.587 -1.098 -1.143 -0.825 1.027 0.051
H -3.266 -0.917 1.016 1.085 0.634 0.037
H -1.954 0.271 1.554 -0.342 -0.766 -0.556
H -1.052 -2.501 0.354 -0.156 0.668 0.689
H -2.012 -2.586 1.869 0.693 0.757 -0.632
H 0.297 -2.622 2.509 -0.387 1.062 -0.302
H 0.776 -1.146 1.613 -0.985 -0.228 0.389
H -1.887 0.988 3.532 0.973 0.531 0.161
H -0.868 1.866 4.752 -0.107 -0.430 -1.053
H 0.292 2.456 2.029 -0.798 -0.082 0.602
H -1.490 2.886 2.067 0.759 -0.394 0.470
H -0.363 3.551 3.306 -0.137 -0.785 -0.742
H -4.001 -0.702 -1.334 0.429 1.128 -0.160
H -4.622 0.564 0.491 0.285 0.476 -1.057
H -5.125 1.698 -0.809 0.784 -0.606 -0.012
H -5.064 3.639 0.091 0.722 -0.607 0.510
H -3.550 4.186 0.910 -0.600 -1.004 -0.366
H -4.891 3.991 2.770 -0.113 -1.014 -0.432
H -5.793 2.493 2.245 1.059 0.290 0.159
H -4.020 2.417 2.836 -0.828 0.360 -0.644
C 3.769 -3.446 -2.820 0.584 -0.538 0.007
C 3.922 -1.955 -2.888 0.598 0.354 0.040
O 2.671 -1.534 -3.433 -0.526 -0.309 0.115
C 1.759 -2.501 -3.152 0.233 -0.148 0.049
O 0.583 -2.381 -3.316 -0.178 0.158 0.064
O 2.357 -3.609 -2.655 -0.467 0.605 -0.158
H 4.311 -3.885 -1.985 -0.221 -0.053 -0.025
H 4.076 -3.942 -3.742 -0.022 0.074 0.051
H 4.049 -1.500 -1.901 -0.082 -0.040 -0.002
H 4.748 -1.650 -3.526 -0.250 0.050 -0.103
C -4.328 -1.897 6.565 0.430 -0.482 0.073
C -4.132 -0.412 6.452 0.599 0.381 0.067
O -5.362 0.030 5.885 -0.213 -0.340 0.032
C -6.306 -0.904 6.190 -0.594 -0.026 -0.008
O -7.473 -0.763 6.010 0.378 -0.022 0.005
O -5.739 -2.019 6.727 -0.093 0.478 -0.171
H -3.800 -2.324 7.417 -0.210 -0.048 0.000
H -4.028 -2.430 5.659 -0.005 0.057 0.017
H -3.997 0.069 7.424 -0.047 -0.045 -0.020
H -3.292 -0.150 5.808 -0.147 0.040 -0.058
C 7.710 -2.689 -0.339 0.118 -0.252 0.625
C 8.415 -1.623 -1.127 0.394 0.456 0.267
O 8.211 -2.039 -2.475 -0.495 -0.340 -0.020
C 7.102 -2.821 -2.495 0.119 -0.160 -0.292
O 6.560 -3.196 -3.492 0.177 0.139 0.356
O 6.685 -3.121 -1.237 0.005 0.300 -0.651
H 7.280 -2.310 0.587 -0.148 -0.154 -0.107
H 8.356 -3.534 -0.108 -0.100 0.066 -0.070
H 7.967 -0.634 -0.991 -0.018 -0.036 -0.055
H 9.477 -1.565 -0.892 -0.028 -0.074 -0.208
C 10.493 -1.029 3.899 0.077 0.310 0.609
C 11.206 -0.674 2.624 0.405 0.534 -0.078
O 11.065 -1.858 1.843 -0.424 -0.237 0.161
C 9.973 -2.522 2.307 -0.070 -0.382 -0.036
O 9.479 -3.465 1.768 0.249 0.373 0.284
O 9.517 -1.973 3.463 0.147 -0.147 -0.503
H 10.018 -0.167 4.367 -0.148 -0.168 -0.036
H 11.150 -1.511 4.626 -0.025 -0.014 -0.065
H 10.731 0.157 2.096 -0.011 -0.050 0.019
H 12.257 -0.437 2.785 -0.027 -0.166 -0.156
```
Positions in Å, forces in eV/Å.

Its energy is -81644.8891 eV. The charge is +1. As for the HOMO-LUMO gap: 8.27 eV. For the highest occupied orbital energy, the calculation gives -0.434 Ha.